# C11H18O

2 unconnected molecules or ions with the total composition C11H18O at a distorted geometry (ωB97M-V/def2-TZVPD, OMol25).

Geometry (Å):
C: 2.030 -1.402 -1.031
C: 0.700 -0.778 -0.603
C: 0.740 0.463 0.239
C: 0.860 1.716 -0.338
C: 1.128 2.844 0.453
C: 0.954 2.732 1.822
O: 0.976 3.819 2.662
C: 0.596 1.523 2.413
C: 0.591 0.383 1.629
H: 2.414 -0.956 -1.940
H: 1.977 -2.486 -0.986
H: 2.779 -1.214 -0.252
H: 0.120 -0.619 -1.519
H: 0.069 -1.525 -0.109
H: 0.681 1.888 -1.390
H: 1.540 3.708 -0.055
H: 1.172 4.625 2.160
H: 0.326 1.503 3.460
H: 0.507 -0.619 2.035
C: -2.800 -1.734 -1.992
C: -1.973 -3.024 -2.132
C: -2.588 -4.352 -1.710
H: -2.205 -0.838 -2.145
H: -3.576 -1.757 -2.764
H: -3.320 -1.749 -1.033
H: -1.029 -2.889 -1.598
H: -1.722 -3.058 -3.195
H: -1.846 -5.130 -1.868
H: -3.421 -4.616 -2.371
H: -3.003 -4.286 -0.705

Results
- SMILES string = CCc1ccc(O)cc1.CCC
- charge = 0
- energy above the lowest of the compared OMol25 structures with the same formula, charge and spin (eV) = 0.745
- HOMO energy (eV) = -8.367